1.
{
  "formula": "C4H14NO",
  "method": "ωB97M-V with the def2-TZVPD basis set",
  "de_lowest_ev": 1.261,
  "charge": 1,
  "homo_energy_ev": -14.2311,
  "elements": ["C", "C", "C", "C", "N", "H", "H", "H", "H", "H", "H", "H", "H", "H", "H", "H", "H", "O", "H", "H"],
  "positions_angstrom": [[-0.994, 0.039, 0.733], [0.947, 1.198, 1.630], [1.303, -0.544, 0.010], [0.320, 1.576, -0.604], [0.387, 0.553, 0.447], [-1.649, 0.837, 1.122], [-0.863, -0.723, 1.519], [-1.489, -0.431, -0.134], [0.358, 2.105, 1.843], [1.996, 1.492, 1.458], [0.907, 0.537, 2.511], [0.873, -1.087, -0.849], [1.480, -1.263, 0.828], [2.271, -0.112, -0.295], [-0.405, 2.388, -0.424], [-0.014, 0.994, -1.480], [1.301, 2.024, -0.833], [-1.945, -3.453, -2.420], [-1.914, -2.470, -2.385], [-2.870, -3.663, -2.679]],
  "nbo_charge": [-0.417, -0.424, -0.420, -0.424, -0.212, 0.245, 0.238, 0.243, 0.237, 0.243, 0.241, 0.242, 0.246, 0.242, 0.249, 0.226, 0.245, -0.936, 0.454, 0.482]
}

=====

2.
{
  "formula": "C4H4O2",
  "method": "ωB97M-V with the def2-TZVPD basis set",
  "de_lowest_ev": 4.771,
  "homo_energy_ev": -8.5824,
  "elements": ["C", "C", "C", "C", "O", "O", "H", "H", "H", "H"],
  "positions_angstrom": [[-1.165, -0.458, -0.041], [-0.495, 1.247, -0.088], [-2.442, -0.414, -0.062], [1.622, 0.215, -0.005], [-3.602, -0.505, 0.024], [0.721, 1.312, -0.001], [-0.473, -1.219, 0.197], [1.253, -0.648, 0.474], [2.431, 0.423, 0.559], [2.150, 0.048, -1.057]],
  "nbo_charge": [-0.751, 0.371, 0.729, -0.275, -0.457, -0.470, 0.250, 0.195, 0.197, 0.212]
}

=====

3.
{
  "formula": "C9H15N3O4",
  "method": "ωB97M-V with the def2-TZVPD basis set",
  "de_lowest_ev": 8.051,
  "homo_energy_ev": -9.1196,
  "elements": ["C", "C", "C", "C", "C", "C", "C", "C", "C", "H", "H", "H", "H", "H", "H", "H", "H", "H", "H", "H", "H", "H", "H", "H", "N", "N", "N", "O", "O", "O", "O"],
  "positions_angstrom": [[-1.137, 1.166, 1.824], [0.211, 1.091, 0.806], [-0.537, 0.799, 3.227], [-2.023, 0.434, 3.945], [-3.114, 0.062, 2.727], [0.940, 0.500, -1.324], [0.591, 0.560, -2.856], [1.977, -0.695, -1.167], [1.485, -2.166, -1.148], [-1.862, -0.611, 0.981], [-1.619, 2.228, 1.942], [0.215, -0.031, 3.393], [-0.080, 1.638, 3.665], [-2.436, 1.635, 4.268], [-2.278, -0.301, 4.875], [-3.812, -0.836, 2.743], [-3.941, 0.821, 2.475], [-0.779, -0.018, -0.648], [1.586, 1.374, -1.210], [2.639, -0.545, -2.080], [2.703, -0.395, -0.192], [2.920, -3.294, 0.403], [1.453, -4.167, -0.194], [-0.896, 1.890, -3.782], [-2.395, 0.284, 1.463], [-0.108, 0.890, -0.585], [2.155, -3.277, -0.582], [1.279, 1.328, 1.223], [1.345, 0.160, -3.759], [0.250, -2.330, -1.484], [-0.589, 1.446, -2.846]],
  "nbo_charge": [-0.148, 0.727, -0.422, -0.450, -0.266, -0.153, 0.824, -0.523, 0.660, 0.333, 0.221, 0.219, 0.223, 0.200, 0.239, 0.219, 0.202, 0.396, 0.241, 0.283, 0.246, 0.415, 0.420, 0.506, -0.629, -0.610, -0.870, -0.568, -0.566, -0.636, -0.734]
}

=====

4.
{
  "formula": "C6H8O2",
  "method": "ωB97M-V with the def2-TZVPD basis set",
  "de_lowest_ev": 7.594,
  "homo_energy_ev": -8.9940,
  "elements": ["C", "C", "C", "C", "C", "C", "H", "H", "H", "H", "H", "H", "H", "H", "O", "O"],
  "positions_angstrom": [[-1.561, -0.028, 0.749], [-1.190, 0.878, -0.413], [1.002, 0.669, -0.322], [2.269, 0.068, 0.093], [0.869, -0.721, 0.179], [-1.207, -0.579, -0.432], [-1.072, -0.196, 1.575], [-2.611, -0.027, 0.954], [-1.951, 1.426, -0.957], [1.011, 0.090, -1.295], [2.954, 0.050, 1.092], [3.009, -0.077, -0.719], [0.502, -0.781, 1.230], [-1.901, -0.917, -1.076], [0.016, 1.559, -0.133], [-0.139, -1.412, -0.527]],
  "nbo_charge": [-0.463, 0.055, 0.032, -0.368, 0.003, 0.057, 0.225, 0.212, 0.212, 0.169, 0.233, 0.218, 0.163, 0.199, -0.471, -0.477]
}

=====

5.
{
  "formula": "C58H44Br2O21",
  "method": "ωB97M-V with the def2-TZVPD basis set",
  "homo_energy_ev": -10.1685,
  "elements": ["O", "C", "O", "C", "C", "C", "C", "C", "O", "O", "C", "C", "C", "O", "Br", "C", "Br", "H", "H", "H", "H", "H", "H", "H", "H", "H", "H", "H", "H", "C", "C", "C", "O", "C", "C", "C", "O", "H", "H", "H", "H", "C", "C", "C", "O", "C", "C", "C", "O", "H", "H", "H", "H", "C", "C", "C", "O", "C", "C", "C", "O", "H", "H", "H", "H", "C", "C", "C", "O", "C", "C", "C", "O", "H", "H", "H", "H", "C", "C", "C", "O", "C", "C", "C", "O", "H", "H", "H", "H", "C", "C", "C", "O", "C", "C", "C", "O", "H", "H", "H", "H", "C", "C", "C", "O", "C", "C", "C", "O", "H", "H", "H", "H", "C", "C", "C", "O", "C", "C", "C", "O", "H", "H", "H", "H"],
  "positions_angstrom": [[-1.560, -2.998, 0.584], [-2.365, -3.075, -0.297], [-3.612, -3.593, -0.036], [-2.154, -2.622, -1.714], [-0.679, -2.442, -2.085], [-0.301, -3.006, -3.464], [-0.537, -2.099, -4.704], [-1.596, -1.056, -4.446], [-2.779, -1.145, -4.517], [-0.989, 0.079, -3.986], [0.376, 0.134, -4.410], [1.354, 0.495, -3.310], [1.458, 1.943, -2.897], [2.400, 2.386, -2.326], [-0.024, 3.110, -3.329], [0.630, -1.202, -5.134], [0.314, -0.839, -7.082], [-4.274, -2.882, -0.015], [-2.660, -3.319, -2.383], [-2.714, -1.685, -1.808], [-0.396, -1.394, -2.010], [-0.077, -2.961, -1.338], [0.741, -3.321, -3.410], [-0.910, -3.898, -3.619], [-0.768, -2.752, -5.540], [0.450, 0.912, -5.172], [2.358, 0.193, -3.605], [1.102, -0.036, -2.389], [1.635, -1.597, -5.165], [4.360, -4.367, -0.465], [3.359, -3.959, -1.241], [3.483, -2.730, -2.063], [2.570, -2.346, -2.767], [4.754, -1.977, -1.991], [5.760, -2.376, -1.218], [5.636, -3.607, -0.395], [6.546, -3.983, 0.314], [4.298, -5.257, 0.148], [2.419, -4.492, -1.308], [4.809, -1.087, -2.603], [6.697, -1.839, -1.144], [-5.292, -0.278, 4.499], [-5.676, -0.405, 3.232], [-4.937, -1.291, 2.304], [-5.271, -1.417, 1.138], [-3.766, -2.027, 2.831], [-3.378, -1.901, 4.096], [-4.116, -1.016, 5.033], [-3.777, -0.897, 6.191], [-5.816, 0.359, 5.198], [-6.531, 0.120, 2.828], [-3.260, -2.656, 2.110], [-2.523, -2.427, 4.501], [10.235, -3.191, 2.177], [9.226, -2.804, 1.400], [9.342, -1.580, 0.569], [8.424, -1.211, -0.140], [10.607, -0.809, 0.627], [11.611, -1.198, 1.409], [11.505, -2.423, 2.245], [12.420, -2.778, 2.954], [10.184, -4.077, 2.797], [8.291, -3.344, 1.332], [10.656, 0.079, 0.008], [12.544, -0.653, 1.475], [-9.061, -1.235, 7.087], [-9.527, -1.277, 8.332], [-9.713, -0.041, 9.131], [-10.136, -0.075, 10.265], [-9.358, 1.253, 8.487], [-8.894, 1.297, 7.241], [-8.714, 0.056, 6.448], [-8.300, 0.100, 5.305], [-8.919, -2.123, 6.489], [-9.794, -2.205, 8.821], [-9.502, 2.141, 9.089], [-8.630, 2.223, 6.747], [4.791, -0.260, -7.554], [5.587, 0.531, -8.267], [6.336, 1.646, -7.631], [7.061, 2.368, -8.278], [6.161, 1.843, -6.167], [5.365, 1.051, -5.456], [4.621, -0.063, -6.094], [3.891, -0.791, -5.449], [4.230, -1.076, -7.992], [5.729, 0.410, -9.333], [6.715, 2.663, -5.727], [5.220, 1.181, -4.391], [-2.401, 8.456, -2.192], [-2.179, 7.722, -3.278], [-0.992, 6.833, -3.377], [-0.788, 6.164, -4.366], [-0.065, 6.793, -2.217], [-0.288, 7.528, -1.131], [-1.474, 8.417, -1.032], [-1.679, 9.086, -0.042], [-3.257, 9.112, -2.095], [-2.839, 7.731, -4.136], [0.789, 6.135, -2.314], [0.371, 7.518, -0.272], [9.506, 3.684, 1.813], [8.557, 4.029, 2.678], [7.156, 3.557, 2.516], [6.293, 3.873, 3.303], [6.857, 2.685, 1.351], [7.807, 2.340, 0.486], [9.205, 2.814, 0.649], [10.069, 2.494, -0.140], [10.533, 4.014, 1.908], [8.749, 4.661, 3.535], [5.831, 2.353, 1.255], [7.619, 1.702, -0.368], [-12.809, -3.241, 4.014], [-13.473, -2.880, 2.920], [-13.080, -1.676, 2.143], [-13.686, -1.346, 1.147], [-11.917, -0.893, 2.635], [-11.253, -1.252, 3.729], [-11.649, -2.454, 4.505], [-11.046, -2.787, 5.504], [-13.075, -4.112, 4.599], [-14.322, -3.435, 2.541], [-11.648, -0.023, 2.049], [-10.398, -0.700, 4.100]],
  "mulliken_charge": [-0.598, 0.450, -0.533, -0.892, 0.064, -1.097, 0.402, -0.134, -0.580, -0.314, -0.072, 0.481, 0.101, -0.508, -0.166, -0.545, -0.123, 0.345, 0.433, 0.402, -0.181, 0.467, 0.301, 0.577, 0.701, 0.884, -0.392, 0.170, 0.398, -0.498, -0.474, 0.002, -0.155, -0.503, -0.276, 0.181, -0.530, 0.457, 0.442, 0.590, 0.728, -0.471, -0.484, 0.835, -0.650, -0.122, -0.650, 0.270, -0.558, 0.526, 0.454, 0.388, 0.459, -0.454, -0.256, 0.237, -0.442, -0.380, -0.427, 0.280, -0.549, 0.456, 0.540, 0.531, 0.435, -0.218, -0.380, 0.287, -0.550, -0.369, -0.528, 0.723, -0.550, 0.400, 0.410, 0.414, 0.425, -0.316, -0.399, 0.277, -0.539, -0.478, -0.229, 0.343, -0.376, 0.443, 0.409, 0.431, 0.437, -0.335, -0.413, 0.407, -0.542, -0.252, -0.364, 0.366, -0.546, 0.400, 0.409, 0.447, 0.412, -0.437, -0.379, 0.345, -0.538, -0.408, -0.217, 0.453, -0.575, 0.424, 0.409, 0.452, 0.476, -0.432, -0.414, 0.303, -0.539, -0.525, -0.072, 0.479, -0.478, 0.415, 0.400, 0.433, 0.392]
}

=====

6.
{
  "formula": "C25H37FN4O3PmS2",
  "method": "ωB97M-V with the def2-TZVPD basis set",
  "multiplicity": 5,
  "de_lowest_ev": 0.029,
  "charge": 3,
  "homo_energy_ev": [-15.3169, -15.3170],
  "elements": ["Pm", "S", "S", "C", "C", "C", "N", "C", "C", "H", "H", "H", "H", "H", "H", "H", "H", "C", "H", "H", "H", "H", "H", "H", "H", "C", "C", "H", "H", "H", "H", "F", "C", "C", "C", "C", "O", "C", "C", "N", "C", "C", "C", "C", "C", "C", "N", "C", "C", "N", "C", "C", "C", "O", "O", "H", "H", "H", "H", "H", "H", "H", "H", "H", "H", "H", "H", "H", "H", "H", "H", "H", "H"],
  "positions_angstrom": [[-0.284, -0.392, -0.084], [1.931, -1.890, -0.938], [-0.008, 2.257, 0.672], [3.493, -1.083, -0.423], [1.657, -1.222, -2.637], [1.693, 0.293, -2.822], [0.529, 0.947, -2.157], [0.649, 2.435, -2.047], [-0.321, 2.941, -0.989], [0.683, -1.636, -2.949], [2.434, -1.685, -3.253], [1.648, 0.502, -3.904], [2.623, 0.732, -2.436], [0.385, 2.895, -3.012], [1.687, 2.702, -1.811], [-1.361, 2.675, -1.234], [-0.252, 4.026, -0.876], [1.590, 3.053, 1.061], [-0.269, 0.799, -2.783], [2.391, 2.754, 0.372], [1.843, 2.746, 2.085], [1.433, 4.140, 1.027], [3.595, -1.276, 0.654], [3.497, 0.000, -0.598], [4.327, -1.560, -0.954], [-4.466, -1.217, -2.932], [-4.651, -1.752, -1.717], [-4.026, -1.792, -3.755], [-4.772, -0.189, -3.154], [-4.431, -2.805, -1.508], [-5.035, -1.152, -0.886], [1.899, -3.984, 5.385], [0.860, -3.080, 5.388], [0.674, -2.300, 4.280], [-0.422, -1.406, 4.245], [-0.778, -0.720, 3.047], [0.087, -0.603, 2.081], [-2.109, -0.198, 2.958], [-2.781, 0.086, 4.129], [-2.372, -0.414, 5.333], [-3.154, -0.178, 6.480], [-4.099, 0.982, 6.523], [-4.632, -0.395, 6.346], [-1.274, -1.292, 5.370], [-1.075, -2.121, 6.475], [-0.011, -3.053, 6.507], [0.100, -3.922, 7.582], [-1.101, -4.460, 8.212], [-1.050, -4.177, 9.703], [0.227, -4.754, 10.191], [1.484, -4.327, 9.530], [1.323, -4.559, 8.031], [-2.798, 0.167, 1.658], [-3.666, 1.030, 1.682], [-2.378, -0.497, 0.592], [1.319, -2.380, 3.410], [-3.698, 0.667, 4.128], [-2.669, -0.424, 7.422], [-4.266, 1.421, 7.507], [-4.112, 1.662, 5.669], [-5.000, -0.674, 5.354], [-5.144, -0.827, 7.206], [-1.758, -2.074, 7.325], [-1.152, -5.554, 8.035], [-1.983, -3.996, 7.760], [-1.026, -3.110, 9.931], [-1.876, -4.651, 10.237], [0.310, -4.587, 11.197], [0.161, -5.758, 10.028], [2.304, -4.919, 9.942], [1.631, -3.275, 9.780], [1.258, -5.646, 7.834], [2.176, -4.150, 7.488]],
  "mulliken_spin": [4.040, -0.006, -0.006, 0.001, 0.004, -0.004, -0.002, -0.004, 0.003, 0.001, 0.000, 0.000, 0.000, 0.000, 0.000, 0.001, 0.000, -0.001, 0.001, 0.000, 0.000, 0.000, 0.000, 0.000, 0.000, 0.000, 0.000, 0.000, 0.000, 0.000, 0.000, 0.000, 0.000, 0.000, -0.002, -0.004, -0.010, 0.002, 0.000, 0.000, 0.000, 0.000, 0.000, 0.000, 0.000, 0.000, 0.000, 0.000, 0.000, 0.000, 0.000, 0.000, -0.001, -0.002, -0.009, 0.000, 0.000, 0.000, 0.000, 0.000, 0.000, 0.000, 0.000, 0.000, 0.000, 0.000, 0.000, 0.000, 0.000, 0.000, 0.000, 0.000, 0.000]
}